No. 1
The following is a quantum chemistry calculation of a molecular structure, C23H25CrF3NO4S at a distorted geometry, from the Open Molecules 2025 dataset.

Geometry as XYZ:
```
58
Properties=species:S:1:pos:R:3:lowdin_charge:R:1
H -1.952 2.214 -3.018 0.1402
S -1.967 1.755 3.638 0.5123
Cr -0.042 -0.100 0.883 0.5869
H -1.248 -1.724 4.063 0.0846
H -3.450 -0.858 0.177 0.0895
O -1.231 1.696 2.342 -0.3700
C -0.307 -3.164 1.194 -0.0927
H 2.363 -2.021 0.725 0.1132
H 2.501 3.521 -2.150 0.1161
H 0.023 -0.383 -1.395 0.1159
O -2.554 3.054 3.902 -0.3208
C 2.492 2.556 -2.660 -0.0497
H 0.149 -3.852 3.252 0.0749
H -3.484 -2.622 -0.033 0.1031
C -3.143 -1.679 -0.485 -0.0415
H 0.098 -3.955 0.553 0.0945
N -1.210 1.614 -2.663 0.0581
H -3.638 -1.554 -1.453 0.0774
C 1.556 0.995 1.975 -0.1491
H 2.351 -0.817 -4.611 0.1027
C -1.235 -2.780 -1.675 -0.0350
H -1.675 -2.523 -2.646 0.0860
C -1.779 0.617 -1.889 -0.4108
H -1.274 0.359 -0.067 0.1222
H 4.630 2.519 -3.022 0.1018
C 1.710 1.264 0.571 -0.1575
H -0.148 -2.888 -1.778 0.0885
F -0.007 0.424 4.829 0.0915
C 1.274 1.870 -2.822 -0.2227
F -0.985 1.908 6.119 0.1084
C 3.677 2.000 -3.157 -0.0824
H 1.741 2.252 0.123 0.0929
H -2.389 -0.608 1.917 0.0901
C -1.011 -1.983 3.050 -0.1200
H 1.761 -0.915 3.127 0.1135
H -0.191 3.418 -2.631 0.1338
C -1.613 -1.731 -0.638 -0.4739
C -0.560 1.670 4.863 -0.6005
C 3.642 0.773 -3.839 -0.0989
C 1.707 -0.425 2.163 -0.1447
H 1.461 1.737 2.753 0.0902
C 2.423 0.119 -4.054 -0.0810
H 0.025 2.442 -1.154 0.1164
C 1.245 0.683 -3.552 -0.0621
H 2.321 -0.090 -1.114 0.0969
F 0.414 2.573 4.551 0.0825
C -0.031 2.397 -2.256 -0.1190
C 1.998 -1.012 0.891 -0.1484
C -1.011 -0.323 -0.994 -0.1082
H 4.565 0.330 -4.224 0.0978
O -2.749 0.573 3.945 -0.3101
O -3.002 0.563 -1.697 0.0375
C -1.509 -1.248 1.930 -0.1881
C -1.047 -2.025 0.727 -0.3131
C 1.995 0.019 -0.084 -0.1770
H 0.276 0.223 -3.748 0.1084
C -0.305 -3.116 2.607 -0.1413
H -1.655 -3.741 -1.359 0.0906
```

Computed properties:
* LUMO level (alpha / beta): 2.43 / 2.43 eV
* frontier orbital gap (alpha / beta): 5.819 / 6.912 eV
* 2S+1: 5
* E: -2989.3925 hartree
* E_HOMO (alpha / beta): -0.1244 / -0.1649 Eh
* energy relative to the best compared isomer or geometry (same formula, charge and spin): 3.23 kcal per mole
* net charge: -1

=====

No. 2
The following is a quantum chemistry calculation of 8 unconnected molecules or ions with the total composition C56H126N8O3 at a distorted geometry, from the Open Molecules 2025 dataset.

Geometry as XYZ:
```
193
Properties=species:S:1:pos:R:3:lowdin_charge:R:1
H -3.496 6.848 -0.766 0.1203
H -5.754 -1.991 3.265 0.1165
H -0.138 -14.377 1.128 0.0849
H 9.821 -2.483 4.369 0.1295
H -2.083 8.054 -3.648 0.1365
H -0.936 1.399 -10.443 0.1133
H -7.868 3.865 6.983 0.0995
H 1.339 -8.774 1.468 0.0919
H 9.771 -5.382 5.029 0.1261
H 9.180 -5.519 2.204 0.1308
H -1.050 -11.408 1.201 0.1330
H 3.420 8.961 -0.948 0.0766
H -7.757 8.721 5.301 0.1164
H 7.756 -2.591 -0.027 0.1137
C -2.726 6.290 -1.299 -0.1464
C 0.560 -8.165 -1.526 -0.1676
H 0.216 -12.454 -1.235 0.1126
C -0.202 5.474 -2.502 0.0606
C 7.057 5.403 2.222 -0.1436
H 1.649 -9.996 -1.658 0.1330
H -9.714 6.589 4.534 0.1211
N 6.544 4.210 3.025 -0.2179
H -3.316 -1.641 -10.296 0.1053
C 5.515 3.383 2.258 -0.0707
H 2.130 -10.396 1.197 0.1048
O -0.129 -1.195 0.387 -0.0644
C 0.647 -9.689 -1.357 -0.0644
H -0.327 -14.628 -0.515 0.0865
H 11.698 -3.890 5.177 0.1296
H -7.311 7.298 7.712 0.1328
H -1.154 -8.692 1.343 0.1374
H -5.774 3.689 5.099 0.0959
H 8.337 3.736 4.376 0.1027
H 6.396 5.010 5.063 0.1343
H -8.342 -0.728 -0.326 0.1375
H -0.474 -0.607 -11.088 0.1338
C -0.843 -8.777 0.301 -0.1091
H -8.805 -1.852 0.905 0.1317
H -6.757 -4.233 2.940 0.1275
C -1.751 -0.716 -7.800 -0.0400
N -7.117 5.716 6.340 -0.2155
H -1.005 4.790 -2.777 0.1029
H 11.228 -1.948 3.311 0.1360
N 9.747 -3.473 2.490 -0.2298
H -8.596 4.641 5.193 0.1255
C 7.700 -3.232 0.853 -0.2227
H 0.343 -7.114 0.320 0.1131
H -11.147 -2.726 -2.005 0.0932
H -7.326 4.936 8.333 0.1062
H 0.071 -8.003 -2.487 0.1299
N -0.222 -0.273 -0.378 -0.7268
H 1.664 6.854 -1.474 0.0870
C -1.516 7.169 -1.162 -0.1235
O -0.780 0.713 0.035 -0.0909
H -0.228 8.948 -2.561 0.1312
O 0.253 -0.320 -1.542 -0.1170
H -6.038 -0.955 -1.450 0.1095
C 4.890 3.551 4.775 -0.1136
H -1.834 -2.508 -12.365 0.0779
H 5.099 5.545 4.005 0.1427
H 0.831 7.852 -3.614 0.1325
H -6.638 -2.605 -2.013 0.0989
H 0.748 0.246 -7.968 0.1283
H -1.330 -2.952 -7.672 0.1195
H -8.999 -3.631 -0.902 0.1132
H 11.162 -2.685 1.063 0.1039
C -7.068 -3.478 2.218 -0.1199
C 8.860 7.343 1.891 -0.0641
H 8.335 -4.739 3.454 0.1266
H 0.091 -10.368 -2.004 0.1233
C 7.762 3.286 3.567 0.0747
C -10.562 -2.179 -1.266 -0.0891
H -6.174 7.703 6.466 0.1266
C -6.612 -2.003 2.593 -0.1291
H 6.057 2.512 1.890 0.1221
H 5.323 4.070 1.433 0.1250
H -3.534 -2.468 -12.360 0.0831
C -8.259 7.895 5.804 -0.0926
H 10.166 -4.037 0.474 0.0838
H 1.599 -7.837 -1.516 0.1250
C 1.197 -9.843 1.308 0.0744
H -5.294 3.197 6.786 0.1124
C 0.454 -0.594 -8.596 -0.1231
H 11.587 -4.438 1.468 0.1120
C -2.619 -1.103 -10.939 -0.2205
C 5.736 4.696 4.254 -0.1334
C -6.216 -1.382 1.254 -0.0673
H 6.261 6.038 1.834 0.1353
C 11.303 -4.000 4.167 -0.1648
C -1.874 6.993 -3.515 -0.1014
H -3.018 -0.091 -10.996 0.1084
H 1.182 -1.825 -7.021 0.1272
C -7.904 4.867 7.412 0.0596
H 0.776 -2.714 -8.481 0.1218
H -3.316 2.720 5.447 0.0795
H 7.592 5.004 1.360 0.1326
H 7.355 2.345 3.936 0.0950
H -7.223 -4.540 0.306 0.1319
H 0.179 5.256 -1.505 0.1026
C -0.661 -11.336 0.185 -0.1384
H -7.434 -1.588 3.177 0.1129
H 4.024 3.829 5.375 0.1271
C -9.100 -2.570 -1.129 -0.2430
H 2.683 9.638 -2.375 0.0877
H 8.943 -1.754 1.769 0.1258
H -1.768 8.181 -0.846 0.1435
H -0.780 -2.147 -10.288 0.1327
H -2.809 -0.846 -8.027 0.1261
C -7.942 5.505 5.077 -0.1348
H 3.548 3.315 2.902 0.1078
N -0.986 -0.341 -9.087 -0.2325
H -8.887 5.281 7.637 0.1208
H -6.283 -0.302 1.127 0.1335
H -3.717 4.099 4.455 0.0705
C -1.115 1.167 -9.393 0.0240
H 8.204 7.923 1.241 0.0690
H 4.153 1.915 3.506 0.1117
C 0.455 -1.901 -7.830 -0.1719
H 5.920 -2.383 1.738 0.0761
H 1.180 -0.664 -9.406 0.1411
C 10.813 -3.694 1.282 0.0893
H -10.747 -1.105 -1.304 0.0863
H -3.939 6.909 -3.022 0.1207
C -5.142 3.894 5.963 -0.2227
C 0.367 8.039 -2.646 -0.0579
H -1.613 6.540 -4.472 0.1393
H 0.576 5.513 -3.264 0.1107
H -8.471 6.959 3.694 0.1110
H 3.557 8.048 -2.329 0.0739
H 9.404 8.127 2.418 0.0850
H -9.113 8.312 6.337 0.1259
H -8.805 -2.410 -2.166 0.1076
C -1.167 -1.139 -10.437 -0.0868
C 10.575 -2.760 3.633 -0.0584
H 9.524 6.820 1.203 0.0775
H -1.533 -13.729 0.396 0.0778
H -7.321 5.310 4.203 0.1247
H -8.158 -3.500 2.195 0.1062
N 0.150 -9.955 0.117 -0.1827
C 0.172 -12.490 -0.147 -0.2406
C 9.344 -4.864 3.061 -0.0982
C 10.355 -5.202 4.126 -0.1283
H 5.556 2.921 5.364 0.1088
H -0.830 6.833 -0.384 0.1225
H 7.552 6.930 3.658 0.1064
H 7.876 -2.629 2.987 0.1260
C -0.950 -1.990 -7.328 -0.1377
H -1.559 -11.243 -0.425 0.1381
C 1.532 7.932 -1.571 -0.2109
H -2.894 4.282 6.006 0.0793
H -5.291 6.000 5.485 0.1296
H 5.650 -3.052 0.124 0.0815
C -3.067 6.285 -2.828 -0.1186
C 4.469 2.947 3.353 -0.1082
C -5.603 5.345 6.299 -0.1060
H -2.459 5.339 -0.838 0.1196
H -0.924 -2.112 -6.245 0.1189
C -2.668 -1.807 -12.323 -0.0636
H -0.463 1.778 -8.770 0.0985
H -2.104 1.456 -9.038 0.1004
C -8.329 -1.789 -0.074 -0.1294
C -6.109 -2.025 -1.256 0.0440
C -6.713 -3.678 0.735 -0.0710
H -5.179 -1.629 1.026 0.1200
H -5.653 -3.802 0.514 0.1207
H 8.055 -4.235 0.618 0.1000
H -3.233 5.268 -3.182 0.1125
H -2.722 -1.023 -13.078 0.0894
H -5.150 5.551 7.268 0.1401
H 1.158 -12.511 0.318 0.1204
C -0.462 -13.846 0.233 -0.0684
C -8.665 6.786 4.752 -0.1330
N -6.881 -2.255 0.066 -0.2219
C 8.062 6.377 2.869 -0.2092
H -11.044 -2.489 -0.339 0.0785
H -5.072 -2.313 -1.082 0.1009
C -7.155 7.257 6.634 -0.0807
H 8.867 5.871 3.401 0.0996
H 10.925 -6.114 3.946 0.1308
C -0.251 -7.587 -0.462 -0.1715
H 1.215 8.363 -0.621 0.1032
H 8.404 3.084 2.709 0.1033
H 12.254 -4.083 3.641 0.1159
C 8.485 -2.691 2.085 -0.1084
H -1.673 0.204 -7.221 0.1265
H -1.782 -9.079 -0.164 0.1262
C 6.196 -3.188 1.057 -0.1041
C -3.686 3.744 5.485 -0.0920
C 2.841 8.704 -1.835 -0.0841
H 0.568 -10.214 2.118 0.1008
H -1.028 -6.894 -0.784 0.1297
H 5.803 -4.137 1.422 0.0774
N -0.755 6.946 -2.497 -0.2418
```

Computed properties:
* LUMO level: -8.45 eV
* frontier orbital gap: 6.391 eV
* 2S+1: 1
* E: -2870.6627 hartree
* E_HOMO: -0.5452 Eh
* energy relative to the best compared isomer or geometry (same formula, charge and spin): 0.00 kcal per mole
* net charge: +6

=====

No. 3
The following is a quantum chemistry calculation of a molecular structure, CH2I3P at a distorted geometry, from the Open Molecules 2025 dataset.

Geometry as XYZ:
```
7
Properties=species:S:1:pos:R:3:lowdin_charge:R:1
I 2.010 1.035 -1.436 0.6252
H -1.503 1.209 -0.380 -0.1055
I 1.317 -1.989 0.373 0.6105
H -2.178 -1.232 0.681 0.0638
I 0.611 1.090 1.830 0.5511
C 0.695 -0.014 -0.076 -2.2724
P -0.952 -0.100 -0.992 0.5273
```

Computed properties:
* LUMO level (alpha / beta): -1.34 / -1.19 eV
* frontier orbital gap (alpha / beta): 8.014 / 7.798 eV
* 2S+1: 1
* E: -1273.5839 hartree
* E_HOMO (alpha / beta): -0.3436 / -0.3305 Eh
* energy relative to the best compared isomer or geometry (same formula, charge and spin): 69.32 kcal per mole

=====

No. 4
The following is a quantum chemistry calculation of a molecular structure, C17H29N5O2S at a distorted geometry, from the Open Molecules 2025 dataset.

Geometry as XYZ:
```
54
Properties=species:S:1:pos:R:3:lowdin_charge:R:1
H -2.457 3.548 -2.982 0.1032
H -4.091 2.651 -1.352 0.0664
O -5.563 4.854 -2.344 -0.1794
N 3.882 0.010 0.906 -0.0007
H 3.249 -0.203 3.746 0.1074
N -3.911 2.193 -2.236 -0.0509
H -1.629 1.268 -1.126 0.1086
C 2.294 -1.623 2.405 -0.1881
C 3.879 -4.607 1.141 -0.3286
S -1.994 -1.768 0.585 0.9354
H -4.902 6.203 -0.974 0.0870
C -1.559 2.280 -1.533 -0.2147
H -1.649 1.877 1.030 0.0628
H 4.004 -1.889 3.722 0.1060
H 4.494 0.750 0.578 0.0593
H -3.282 2.450 0.575 0.0783
C -4.941 2.614 -3.185 -0.2010
C 1.159 -0.911 2.409 0.0132
H -2.174 3.519 1.449 0.0880
C 4.505 -4.549 -0.253 -0.0055
H 4.859 -3.512 -0.370 0.0809
C -2.550 2.503 -2.661 -0.2127
H -5.894 2.250 -2.794 0.1177
H 1.439 -4.347 0.440 0.1125
H -5.856 4.221 -4.227 0.1190
H 1.105 0.024 2.967 0.1239
C -5.089 4.112 -3.455 -0.2291
N -1.169 -0.748 1.589 -0.2077
H -0.548 2.403 -1.934 0.1213
N 3.672 -3.537 1.822 0.1182
C 4.562 -0.631 2.061 -0.2624
H -4.774 2.097 -4.136 0.1162
C -4.559 5.276 -1.435 -0.0985
C 3.518 -1.084 3.153 -0.1256
H -4.179 4.560 -3.867 0.1092
H 5.290 0.083 2.476 0.1051
C 3.545 -5.967 1.745 -0.0114
C 0.004 -1.377 1.674 -0.3733
C -2.231 2.737 0.692 -0.1080
C 0.174 -2.645 0.960 -0.3523
O -1.714 3.264 -0.519 -0.1941
C 2.448 -2.916 1.704 -0.2281
H 3.680 -6.793 1.036 0.0817
H -3.605 5.472 -1.931 0.0886
H 3.726 -0.659 0.163 0.0605
N -0.956 -2.956 0.296 -0.2609
H 2.548 -5.939 2.208 0.0931
H 4.267 -6.093 2.573 0.0997
H 3.781 -4.782 -1.045 0.0961
H -2.284 1.859 -3.505 0.1224
H 5.405 -5.183 -0.285 0.0899
H 5.127 -1.498 1.690 0.0822
C 1.373 -3.407 0.989 0.0077
H -4.428 4.543 -0.636 0.0714
```

Computed properties:
* LUMO level: -0.41 eV
* frontier orbital gap: 7.043 eV
* 2S+1: 1
* E: -1487.4884 hartree
* E_HOMO: -0.2741 Eh

=====

No. 5
The following is a quantum chemistry calculation of 2 unconnected molecules or ions with the total composition C4H5N at a distorted geometry, from the Open Molecules 2025 dataset.

Geometry as XYZ:
```
10
Properties=species:S:1:pos:R:3:lowdin_charge:R:1
H -2.767 -0.643 -0.146 -0.1262
C 1.715 0.438 -0.061 -0.1320
C 1.028 -0.742 0.417 -0.1250
H 1.006 -1.454 -0.396 0.0959
H -2.581 1.059 -0.801 -0.0190
N 0.731 1.382 0.166 0.1203
H 0.831 -1.131 1.496 0.1638
C 0.009 0.319 0.099 -0.1842
H 2.435 0.452 -0.962 0.1479
C -2.407 0.320 0.187 0.0585
```

Computed properties:
* LUMO level (alpha / beta): -0.69 / -0.69 eV
* frontier orbital gap (alpha / beta): 7.474 / 7.483 eV
* 2S+1: 1
* E: -209.8313 hartree
* E_HOMO (alpha / beta): -0.3002 / -0.3005 Eh
* energy relative to the best compared isomer or geometry (same formula, charge and spin): 208.64 kcal per mole

=====

No. 6
The following is a quantum chemistry calculation of a gas-phase ion, C2H9N2O (charge +1) at a distorted geometry, from the Open Molecules 2025 dataset.

Geometry as XYZ:
```
14
Properties=species:S:1:pos:R:3:lowdin_charge:R:1
H -0.515 -1.364 -1.156 0.1834
H 1.102 -1.026 0.722 0.1362
H 2.503 1.041 0.139 0.1092
H -0.412 0.286 -1.314 0.1753
C -1.365 -0.234 0.444 -0.2353
O -1.190 1.066 0.862 0.0080
N -0.411 -0.489 -0.647 0.0908
N 1.525 0.862 -0.058 0.0306
C 1.114 -0.476 -0.216 -0.1618
H -1.175 -0.973 1.228 0.1474
H -1.652 1.161 1.724 0.1453
H 1.247 1.564 -0.722 0.0925
H -2.366 -0.446 0.053 0.1473
H 1.595 -0.974 -1.059 0.1310
```

Computed properties:
* SMILES string: NC[NH2+]CO
* LUMO level: -3.42 eV
* frontier orbital gap: 10.559 eV
* 2S+1: 1
* E: -266.0706 hartree
* E_HOMO: -0.5138 Eh
* energy relative to the best compared isomer or geometry (same formula, charge and spin): 50.86 kcal per mole
* net charge: +1

=====

- Among the records above, which one has the lowest E?
  C23H25CrF3NO4S